The following is a DFT calculation (ωB97M-V with the def2-TZVPD basis set) of a 16-piece molecular cluster, C16H64N32O16 overall in a non-equilibrium geometry.

## Properties
Highest occupied orbital energy = -8.9 eV
Spin multiplicity = 1
Kohn-Sham gap = 8.86 eV
LUMO = -0.0811 eV

Last column: Mulliken charge in e.
Element x y z (Å)
1 C 3.39236 4.80631 -2.26200  0.620
2 O 3.26476 5.75828 -1.48460  -0.700
3 N 2.64231 3.69413 -2.19193  0.277
4 N 4.14121 4.91384 -3.38518  -0.452
5 H 2.86524 2.94390 -2.82924  0.155
6 H 1.92587 3.59175 -1.48401  -0.074
7 H 4.26713 4.11628 -3.98492  0.169
8 H 4.84635 5.62993 -3.39115  0.257
9 C -1.98247 -3.89173 -0.52686  0.358
10 O -2.14682 -3.10572 0.39573  -0.122
11 N -1.23127 -3.59722 -1.61383  -0.059
12 N -2.41216 -5.17163 -0.50475  -0.495
13 H -0.82387 -2.68986 -1.77191  -0.216
14 H -1.24831 -4.25406 -2.37479  0.230
15 H -2.46653 -5.47194 0.45893  0.253
16 H -2.15441 -5.90488 -1.14034  0.181
17 C -0.59139 3.95726 -0.18416  0.172
18 O 0.18828 3.43304 -0.99071  -0.470
19 N -0.76043 3.60755 1.08018  -0.149
20 N -1.45897 4.93663 -0.57672  -0.385
21 H -1.58676 3.89375 1.57920  0.250
22 H -0.20790 2.80142 1.33783  -0.109
23 H -2.15666 5.17581 0.10673  0.135
24 H -1.45102 5.51145 -1.39780  0.212
25 C 0.19657 -1.84914 -3.89955  0.218
26 O -0.56078 -2.02411 -4.86003  -0.735
27 N 1.19272 -2.69101 -3.56559  -0.140
28 N 0.11468 -0.74846 -3.11759  0.580
29 H 1.53834 -2.55204 -2.62883  0.012
30 H 1.72556 -3.06977 -4.32787  0.258
31 H 0.71515 -0.40067 -2.37466  -0.542
32 H -0.48613 -0.00752 -3.44176  0.029
33 C 0.37409 -0.53081 0.25927  -0.710
34 O 1.00445 -1.38204 0.92650  0.519
35 N 1.06068 0.33898 -0.52232  2.605
36 N -0.89059 -0.68806 -0.13800  2.099
37 H 2.05137 0.32926 -0.34411  -1.430
38 H 0.66234 1.21629 -0.83493  -0.371
39 H -1.34611 -1.48216 0.30433  -0.708
40 H -1.35157 -0.13832 -0.84394  -0.752
41 C -1.79973 2.02231 -3.43447  0.408
42 O -1.78886 1.27306 -2.44353  -0.167
43 N -0.88772 3.02555 -3.53812  -0.324
44 N -2.55036 1.96671 -4.56339  -0.370
45 H -0.58805 3.36852 -4.43118  0.218
46 H -0.42928 3.27909 -2.65814  -0.127
47 H -2.73047 2.87690 -4.94704  0.206
48 H -2.99381 1.13845 -4.91192  0.182
49 C -2.17156 2.06760 3.24768  0.377
50 O -3.02287 2.90777 2.91687  -0.749
51 N -1.36529 2.29387 4.28667  -0.243
52 N -1.92631 0.89455 2.62173  0.133
53 H -0.63563 1.65203 4.53436  0.044
54 H -1.46453 3.19144 4.73050  0.245
55 H -2.74645 0.51064 2.17428  0.200
56 H -1.14188 0.37862 2.97560  -0.109
57 C 1.83189 2.54255 3.97826  0.358
58 O 1.99679 3.71319 3.67743  -0.686
59 N 1.73888 2.08395 5.24497  -0.298
60 N 1.88485 1.50772 3.06426  1.274
61 H 1.39088 1.16195 5.44728  0.098
62 H 1.91331 2.60687 6.08474  0.219
63 H 2.28006 1.70777 2.13339  -0.391
64 H 1.61652 0.57844 3.33590  -0.282
65 C 3.15552 -3.48631 -0.29634  0.596
66 O 3.49422 -3.24374 -1.45682  -0.710
67 N 3.98032 -3.66222 0.75693  -0.260
68 N 1.88488 -3.85657 0.03315  -0.337
69 H 3.67764 -3.79294 1.70465  0.170
70 H 4.96567 -3.52020 0.59989  0.237
71 H 1.39461 -3.20241 0.64297  -0.224
72 H 1.21890 -3.99809 -0.71685  0.401
73 C 0.01852 -3.06598 4.02066  0.690
74 O 0.46473 -2.06456 4.57795  -0.723
75 N 0.22385 -4.35815 4.39209  -0.410
76 N -0.68568 -3.04366 2.86379  0.254
77 H 0.72654 -4.56424 5.23838  0.217
78 H -0.31882 -5.04685 3.91317  0.115
79 H -1.05532 -3.86636 2.43583  0.150
80 H -0.77330 -2.12505 2.44726  -0.450
81 C -4.99207 2.13109 -0.67478  0.585
82 O -5.95739 1.97905 0.07185  -0.721
83 N -5.18985 2.15157 -2.03268  -0.305
84 N -3.70426 2.21293 -0.34452  0.047
85 H -4.40048 2.30854 -2.63370  0.179
86 H -6.05935 2.13843 -2.53041  0.192
87 H -3.43970 2.52862 0.57782  0.009
88 H -3.07210 2.10327 -1.13120  -0.245
89 C -5.78664 -2.97135 1.76935  0.443
90 O -6.52501 -3.03978 2.74766  -0.700
91 N -6.19903 -2.86707 0.48989  -0.234
92 N -4.43294 -2.92103 1.88856  -0.262
93 H -7.09570 -3.14348 0.13724  0.208
94 H -5.46250 -2.69769 -0.19276  0.194
95 H -4.03127 -3.61733 2.49786  0.220
96 H -3.87218 -2.89903 1.04648  0.128
97 C 3.84839 -0.14519 -2.66222  0.311
98 O 3.22959 0.91149 -2.88421  -0.691
99 N 4.30863 -0.97532 -3.61877  -0.413
100 N 4.04287 -0.57383 -1.41396  -0.001
101 H 3.93459 -0.67209 -4.50587  0.288
102 H 4.55953 -1.92610 -3.41139  0.222
103 H 3.96199 0.10325 -0.67196  -0.343
104 H 4.25740 -1.55517 -1.27408  0.233
105 C 4.31785 2.24706 0.66962  0.212
106 O 3.16026 1.77724 0.76954  -0.212
107 N 5.39809 1.57354 1.03732  -0.302
108 N 4.53053 3.51540 0.22593  -0.400
109 H 5.12054 0.76306 1.58456  0.456
110 H 6.25715 2.07272 1.17691  0.200
111 H 5.22988 4.04006 0.71811  0.219
112 H 3.66482 3.86472 -0.15460  0.073
113 C 3.99667 -1.01634 3.79155  0.530
114 O 4.71560 -0.31349 3.07407  -0.712
115 N 4.37847 -1.46007 4.98788  -0.449
116 N 2.75754 -1.44205 3.41125  0.125
117 H 5.15070 -0.92405 5.35241  0.237
118 H 4.03099 -2.27184 5.46072  0.175
119 H 2.15017 -1.95693 4.04606  0.094
120 H 2.41750 -1.00710 2.56376  -0.367
121 C -4.68971 -1.28057 -2.56520  0.497
122 O -4.39268 -1.55525 -1.40485  -0.550
123 N -3.94354 -0.50021 -3.36415  -0.049
124 N -5.83878 -1.73781 -3.14092  -0.525
125 H -4.12249 -0.42214 -4.34595  0.221
126 H -3.13921 -0.13145 -2.86437  -0.170
127 H -6.17449 -1.20666 -3.92672  0.191
128 H -6.53642 -2.04864 -2.48465  0.261



The following is a DFT calculation (ωB97M-V with the def2-TZVPD basis set) of the molecule C16H6O2 in a non-equilibrium geometry.

## Properties
Highest occupied orbital energy = -7.9 eV
Spin multiplicity = 1
SMILES = c1cc2c3oc3cc3ccc4c5oc5cc1c4c32
Kohn-Sham gap = 5.88 eV
LUMO = -2.0464 eV

Last column: Mulliken charge in e.
Element x y z (Å)
1 C 0.20428 -1.26088 2.16411  -0.870
2 C -1.14543 -0.79823 2.10904  -0.929
3 C -1.54430 -0.01914 1.01139  0.313
4 C -2.87075 0.37965 0.95865  0.294
5 O -3.43763 1.60860 1.01083  -0.385
6 C -3.35076 0.99774 -0.21464  -0.027
7 C -2.48210 1.20057 -1.28934  -0.891
8 C -1.10686 0.88957 -1.19743  0.643
9 C -0.23670 1.10342 -2.27724  -0.804
10 C 1.11179 0.66289 -2.19222  -0.650
11 C 1.59014 0.09774 -1.02460  0.258
12 C 2.94650 -0.29068 -0.89979  0.083
13 O 3.85543 0.15349 0.00752  -0.376
14 C 3.34628 -1.08890 0.19292  0.058
15 C 2.40704 -1.47433 1.17765  -0.772
16 C 1.13507 -0.91447 1.16357  0.781
17 C 0.70516 -0.13516 0.06718  0.372
18 C -0.64733 0.24913 -0.02787  0.332
19 H 0.49529 -1.89877 2.96902  0.391
20 H -1.85009 -1.07536 2.87254  0.500
21 H -2.88717 1.56377 -2.21262  0.424
22 H -0.57129 1.52015 -3.21930  0.400
23 H 1.68958 0.74453 -3.09038  0.493
24 H 2.64383 -2.21532 1.94101  0.362



The following is a DFT calculation (ωB97M-V with the def2-TZVPD basis set) of C16H7F3N2OsS6 as an isolated structure in a non-equilibrium geometry.

## Properties
Highest occupied orbital energy (spin up / spin down) = -8.2 / -8.1 eV
Spin multiplicity = 1
Kohn-Sham gap (spin up / spin down) = 5.63 / 5.42 eV
LUMO (spin up / spin down) = -2.6029 / -2.7226 eV

Last column: Mulliken charge in e.
Element x y z (Å)
1 Os -0.17456 0.02582 -0.20175  0.867
2 S -7.34422 -0.05858 0.78660  -0.203
3 C -5.74362 -0.03780 0.59383  0.147
4 S -4.82154 1.42475 0.35280  -0.080
5 C -3.26802 0.68410 0.15699  0.182
6 C -3.24207 -0.70500 0.22008  0.201
7 S -1.78275 -1.51073 0.11964  -0.393
8 S -4.76997 -1.48234 0.48098  -0.077
9 S -1.83557 1.53470 -0.05866  -0.278
10 F 4.45110 -0.03529 4.22996  -0.295
11 C 3.91189 -0.04913 2.99599  0.642
12 F 4.34799 -1.15769 2.37854  -0.216
13 F 4.40253 1.00820 2.33008  -0.215
14 C 2.40511 -0.00780 3.06477  0.015
15 C 1.75432 0.03083 4.28959  -0.135
16 C 0.36955 0.06276 4.34167  -0.871
17 C -0.33181 0.05978 3.15112  -0.018
18 N 0.29938 0.03201 1.97933  -0.533
19 C 1.63392 -0.00551 1.91490  0.432
20 S 2.11496 -0.06971 0.20763  -0.470
21 H 2.33745 0.03336 5.19970  0.515
22 H -0.15657 0.08977 5.28449  0.396
23 H -1.41353 0.08279 3.11379  0.473
24 N 0.38334 0.08157 -7.64762  -0.494
25 C 0.29197 0.05723 -6.50224  -0.107
26 C 0.17783 0.02752 -5.05642  0.576
27 C 0.77463 1.03098 -4.29564  -0.746
28 C 0.65224 1.00157 -2.92100  -0.041
29 C -0.06242 -0.01128 -2.24559  0.081
30 C -0.64113 -1.00689 -3.05211  -0.165
31 C -0.52635 -0.99406 -4.43406  -0.739
32 H 1.32717 1.82018 -4.78843  0.417
33 H 1.12711 1.79139 -2.34894  0.405
34 H -1.19833 -1.81343 -2.59232  0.308
35 H -0.98339 -1.77074 -5.03375  0.422